Record 1
Entry from the Open Molecules 2025 dataset: a structure of composition C18H45N3O10SSn3 (ωB97M-V with the def2-TZVPD basis set).

Last column: Löwdin charge in e.
CARTESIAN COORDINATES (ANGSTROEM)
C 5.004 -34.175 -28.777  -0.159
C 4.176 -33.246 -34.263  -0.194
C 10.740 -31.893 -32.621  -0.206
C 2.682 -33.646 -34.356  -0.191
H -0.189 -31.794 -31.144  0.112
H 10.388 -30.903 -37.140  0.147
H 10.313 -30.982 -32.196  0.122
S 5.459 -30.674 -31.045  0.050
O 8.622 -31.433 -36.134  -0.354
C 10.406 -33.093 -31.742  -0.195
Sn 3.356 -30.822 -28.103  1.681
Sn 6.563 -27.450 -30.400  1.837
H 3.097 -35.004 -30.535  0.148
H 6.413 -28.240 -35.258  0.087
C 4.817 -30.158 -36.235  -0.205
O 6.254 -29.723 -31.895  -0.584
H 4.394 -29.422 -35.546  0.131
O 6.204 -30.210 -35.989  -0.378
H 8.508 -30.666 -38.087  0.115
H 5.406 -34.980 -29.400  0.136
H 6.948 -31.068 -37.323  0.076
C 4.347 -34.691 -27.479  -0.190
H 2.323 -34.495 -37.554  0.104
H 7.854 -29.128 -35.960  0.083
H 5.876 -33.555 -28.573  0.115
H 10.183 -32.593 -36.584  0.144
C 8.453 -33.745 -30.460  -0.054
N 3.992 -33.448 -29.550  -0.071
H 11.822 -31.724 -32.594  0.144
N 4.507 -31.817 -34.584  -0.075
H 4.455 -33.045 -30.353  0.049
H 1.342 -30.934 -31.655  0.085
H 5.134 -35.134 -26.866  0.141
H 3.742 -34.637 -25.108  0.106
O 3.831 -33.541 -26.814  -0.344
C 4.227 -31.545 -36.000  -0.163
C 3.115 -33.881 -25.576  -0.010
C 7.994 -31.342 -37.393  -0.099
H 11.754 -31.414 -35.031  0.147
C 10.676 -31.238 -34.976  -0.178
H 8.646 -34.813 -30.543  0.112
H 2.156 -34.425 -29.100  0.133
H 2.111 -35.623 -36.317  0.099
H 4.619 -32.207 -36.769  0.143
C 0.681 -31.216 -30.835  -0.029
C 1.935 -33.225 -30.862  -0.219
H 2.718 -32.842 -31.531  0.099
O 9.005 -33.006 -31.566  -0.308
H 1.976 -32.971 -33.871  0.117
O 4.058 -30.270 -30.897  -0.432
H 8.130 -32.227 -38.026  0.118
Sn 7.480 -31.733 -33.705  1.787
H 2.141 -34.294 -25.836  0.103
O 2.287 -33.674 -35.710  -0.211
H 3.553 -35.424 -27.628  0.134
O 6.081 -30.605 -29.725  -0.444
H 8.688 -33.360 -29.466  0.106
H 4.817 -33.799 -34.954  0.111
H 10.859 -34.047 -32.010  0.150
C 10.039 -31.539 -36.327  -0.166
C 2.759 -34.137 -29.960  -0.136
H 4.603 -33.551 -33.304  0.083
H 6.479 -28.359 -36.951  0.115
O 1.429 -32.195 -30.051  -0.285
C 2.693 -34.727 -36.557  -0.086
H 3.742 -35.028 -36.601  0.086
C 6.798 -28.889 -36.052  -0.047
H 10.356 -33.127 -34.209  0.140
N 10.217 -32.159 -33.946  -0.136
H 3.849 -31.285 -34.024  0.110
H 2.512 -34.656 -33.965  0.131
H 4.598 -29.909 -37.276  0.149
O 5.579 -31.985 -31.632  -0.429
H 3.022 -32.900 -25.116  0.092
H 0.386 -30.356 -30.239  0.096
H 7.385 -33.546 -30.524  0.051
H 3.146 -31.433 -36.096  0.136
H 10.463 -30.174 -34.863  0.135
H 10.932 -32.791 -30.830  0.139
H 1.208 -33.700 -31.522  0.146

Results
Multiplicity   1
ΔE to the lowest compared entry with this formula, charge and spin   0.000 eV
Charge   +4
M   851.77 g mol⁻¹
LUMO energy   -0.5506 hartree

---

Record 2
Entry from the Open Molecules 2025 dataset: a structure of composition C18H45N3O2S2 (ωB97M-V with the def2-TZVPD basis set).

Last column: natural (NBO) charge in e.
CARTESIAN COORDINATES (ANGSTROEM)
H -1.346 -5.661 3.786  0.220
H 2.931 4.812 0.248  0.173
C -0.755 0.423 2.708  -0.763
H -2.688 -4.545 3.291  0.206
C 0.565 0.699 3.242  0.260
H -0.816 -4.729 -2.288  0.201
H -0.695 -0.663 2.784  0.276
H -1.770 -1.266 1.408  0.208
C -1.678 0.295 0.382  -0.855
C 3.213 3.062 -3.728  -0.630
H -2.036 0.188 1.406  0.269
C 1.416 0.509 -0.005  -0.750
C -2.599 -1.795 1.880  -0.659
C -1.861 -5.173 2.959  -0.622
C 1.939 6.261 -1.200  -0.614
H -1.256 -0.631 -0.008  0.247
N 1.673 0.838 3.619  -0.298
H 0.142 1.807 -1.785  0.215
H 2.176 3.149 -4.052  0.217
H -0.988 1.137 0.455  0.204
H -1.742 -2.909 -0.901  0.186
H -0.159 2.799 -0.386  0.184
H -1.175 0.925 -2.394  0.218
H 3.980 3.202 -4.490  0.225
H 3.358 1.991 -3.590  0.197
H 2.656 1.754 -1.209  0.209
H -0.149 -3.288 -0.292  0.173
H 2.073 1.378 0.004  0.260
H 0.932 6.372 -1.602  0.211
N 2.172 3.858 -1.488  -0.446
H 0.388 1.126 -0.250  0.248
H -2.563 2.159 -2.619  0.249
C 2.059 2.554 -0.772  -0.262
H -2.200 -5.358 -1.406  0.215
H 1.153 -3.274 0.321  0.246
C 0.950 -2.203 0.300  -0.873
H -2.350 -1.861 2.939  0.205
H 3.701 4.863 -2.651  0.205
C -1.050 -4.453 1.942  -0.209
C -3.032 -3.103 1.109  -0.223
C -1.152 -3.693 -0.427  -0.204
H 0.351 -2.238 -0.610  0.234
H 1.249 4.857 0.170  0.197
H -0.257 -5.111 1.587  0.198
H 2.538 6.420 -2.097  0.207
H -1.341 2.362 -1.373  0.244
H 0.422 -2.225 1.253  0.238
O -3.645 -0.386 -1.489  -0.967
H -3.881 -3.702 1.440  0.206
N -1.860 -3.917 0.864  -0.483
H 0.541 0.524 0.645  0.205
H 2.047 7.066 -0.472  0.212
H -1.551 0.965 3.218  0.263
S 2.393 -1.036 0.348  1.154
C -1.191 -4.960 -1.291  -0.613
C 0.527 2.059 -0.796  -0.600
H 2.364 2.580 0.274  0.201
C 3.379 3.857 -2.379  -0.218
H -0.490 -3.678 2.465  0.145
H 1.092 0.302 -1.025  0.194
O 2.875 -0.945 1.793  -0.966
S -2.994 0.777 -0.811  1.246
H -3.479 -2.847 0.148  0.222
H -0.582 -5.731 -0.820  0.200
C -1.889 1.619 -1.953  -0.836
H -2.238 -6.109 2.546  0.209
C 2.124 4.920 -0.477  -0.220
H 4.212 3.392 -1.851  0.170
H -0.668 0.769 1.678  0.238
H -3.461 -1.136 1.773  0.204

Results
Multiplicity   1
ΔE to the lowest compared entry with this formula, charge and spin   14.520 eV
M   399.71 g mol⁻¹
LUMO energy   0.0084 hartree

---

Record 3
Entry from the Open Molecules 2025 dataset: a cluster of 6 separate species, C18H45O15P3 in total (ωB97M-V with the def2-TZVPD basis set).

Last column: Löwdin charge in e.
CARTESIAN COORDINATES (ANGSTROEM)
H 57.063 28.374 34.291  0.140
H 52.281 25.184 33.757  0.055
O 49.346 25.006 32.953  -0.223
O 47.851 24.990 30.921  -0.295
H 51.470 29.148 35.665  0.098
C 56.518 25.425 34.151  -0.027
C 46.690 25.752 35.111  -0.022
C 53.781 23.039 31.409  -0.212
H 57.316 24.443 28.417  0.128
H 47.208 28.926 34.938  0.066
H 46.842 25.676 34.123  0.038
H 50.081 28.458 31.146  0.071
H 53.875 26.835 31.117  0.090
C 51.891 28.111 35.766  0.003
H 48.823 23.155 33.545  0.091
P 52.656 22.367 36.528  0.429
H 48.296 22.607 30.522  0.160
H 52.940 25.252 35.257  0.016
C 56.300 26.553 35.224  -0.422
C 52.399 27.288 34.541  -0.395
O 56.324 26.273 36.480  -0.010
H 54.859 28.046 30.591  0.001
O 48.693 26.326 36.442  -0.041
H 45.773 26.231 35.361  0.086
H 55.638 25.117 33.515  0.082
H 50.444 24.159 37.055  0.084
H 50.772 23.413 38.491  0.007
C 51.143 24.037 37.885  -0.115
H 55.868 28.490 35.735  0.028
H 48.807 28.708 35.280  0.095
C 47.903 28.105 34.943  -0.012
H 46.487 24.729 35.530  0.120
H 51.336 19.283 37.627  0.112
O 56.278 24.443 30.967  -0.278
C 54.848 27.163 30.814  -0.026
H 55.528 27.036 31.675  0.103
H 52.803 22.861 31.854  0.076
O 51.771 21.238 37.117  -0.211
H 56.455 23.556 27.100  0.065
C 49.391 23.002 29.932  -0.121
O 49.777 26.536 30.916  -0.190
O 52.210 22.718 35.109  -0.283
H 54.120 22.104 31.016  0.070
H 51.055 24.910 38.507  0.103
C 47.771 26.636 35.548  -0.336
H 49.406 27.892 32.528  0.055
H 52.714 28.346 36.350  0.050
H 49.047 23.258 28.885  0.100
C 52.282 25.720 34.646  0.015
C 55.176 22.542 35.550  0.008
O 52.439 23.763 37.419  -0.206
C 49.335 27.780 31.454  -0.078
H 52.734 20.010 38.349  0.068
C 49.631 23.830 33.766  -0.055
H 54.874 22.621 34.561  0.009
H 51.123 27.594 36.230  0.025
P 49.282 25.141 31.353  0.335
H 55.145 28.267 34.141  0.124
O 55.128 26.218 29.802  -0.160
H 56.980 22.877 28.500  0.009
H 56.201 22.005 35.793  0.145
H 54.615 23.096 32.391  0.137
C 56.084 27.969 34.879  -0.052
O 54.043 21.753 36.214  -0.264
O 53.746 24.130 30.659  -0.202
H 50.587 23.455 33.483  0.056
C 52.244 19.896 37.420  -0.038
O 52.807 27.782 33.524  0.034
H 49.477 23.847 34.768  0.038
H 47.843 28.035 33.878  0.035
H 51.392 25.561 35.269  0.071
O 55.337 23.896 28.687  -0.168
H 54.775 23.650 35.774  0.118
H 57.373 25.653 33.456  0.097
H 49.794 21.995 29.900  0.060
P 55.163 24.711 29.984  0.406
O 50.055 23.932 30.790  -0.206
H 48.244 28.041 31.113  0.140
H 56.980 24.639 34.620  0.024
C 56.611 23.622 28.090  -0.020
H 53.023 19.708 36.665  0.094

Results
SMILES string   COP(=O)(OC)OC.COP(=O)(OC)OC.COP(=O)(OC)OC.CC(C)=O.CC(C)=O.CC(C)=O
Multiplicity   1
ΔE to the lowest compared entry with this formula, charge and spin   1.309 eV
M   594.47 g mol⁻¹
LUMO energy   0.0252 hartree

---

Going through the records in order, we get F_max values of 4.0 9.5 11.2 eV/A.